{
  "formula": "CH5N3",
  "method": "the ωB97M-V functional and the def2-TZVPD basis",
  "e_homo_ev": -8.61,
  "max_force_ev_per_a": 5.89,
  "homo_lumo_gap_ev": 9.35,
  "charge": 0,
  "de_lowest_kcal_mol": 120.0,
  "species": ["C", "N", "N", "N", "H", "H", "H", "H", "H"],
  "xyz": [[-0.371, 0.283, 0.904], [0.425, -0.466, -1.518], [1.114, 0.226, -0.495], [-0.847, 0.161, 2.055], [-1.264, 0.511, 0.174], [1.033, 1.178, -0.563], [0.622, -1.483, -1.588], [-0.556, -0.359, -1.641], [-0.156, -0.051, 2.672]],
  "lowdin_charge": [-0.12, -0.10, -0.04, 0.06, 0.08, -0.01, 0.09, 0.03, 0.00]
}



{
  "formula": "C3H10N2",
  "method": "the ωB97M-V functional and the def2-TZVPD basis",
  "e_homo_ev": -9.26,
  "max_force_ev_per_a": 4.60,
  "smiles": "C[C@H](N)CN",
  "homo_lumo_gap_ev": 10.28,
  "charge": 0,
  "de_lowest_kcal_mol": 27.7,
  "species": ["C", "C", "N", "C", "N", "H", "H", "H", "H", "H", "H", "H", "H", "H", "H"],
  "xyz": [[0.364, 1.847, -0.354], [0.413, 0.349, 0.060], [0.780, -0.391, -1.204], [-0.897, -0.140, 0.592], [-0.728, -1.630, 0.750], [1.308, 2.329, -0.718], [-0.365, 1.789, -1.150], [0.001, 2.450, 0.475], [1.140, 0.211, 0.910], [1.813, -0.259, -1.249], [0.607, -1.410, -1.028], [-1.850, 0.137, 0.071], [-1.051, 0.461, 1.520], [-1.571, -2.059, 1.307], [0.325, -1.840, 1.259]],
  "lowdin_charge": [-0.08, -0.50, 0.01, -0.31, -0.08, 0.08, 0.07, 0.06, 0.13, 0.08, 0.06, 0.13, 0.11, 0.10, 0.16]
}



{
  "formula": "C4H9N3",
  "method": "the ωB97M-V functional and the def2-TZVPD basis",
  "e_homo_ev": -8.26,
  "max_force_ev_per_a": 4.67,
  "smiles": "C=C1N(C)C1(N)N",
  "homo_lumo_gap_ev": 9.26,
  "charge": 0,
  "de_lowest_kcal_mol": 95.4,
  "species": ["C", "C", "N", "C", "C", "N", "N", "H", "H", "H", "H", "H", "H", "H", "H", "H"],
  "xyz": [[-1.486, 1.593, -0.326], [-0.438, 0.915, 0.064], [-0.252, -0.598, 0.830], [-0.957, -1.666, 0.177], [0.789, 0.150, 0.220], [1.852, 0.639, 1.049], [1.169, -0.085, -1.166], [-1.417, 2.378, -1.062], [-2.418, 1.511, 0.215], [-0.846, -2.571, 0.775], [-2.021, -1.392, 0.110], [-0.641, -1.908, -0.846], [1.514, 1.342, 1.694], [2.225, -0.143, 1.581], [2.157, -0.296, -1.247], [0.772, 0.131, -2.069]],
  "lowdin_charge": [0.03, -0.08, 0.00, -0.14, -0.66, 0.11, 0.08, 0.05, 0.06, 0.07, 0.08, 0.07, 0.08, 0.08, 0.07, 0.08]
}



{
  "formula": "C20H49ClN8O5P2",
  "method": "the ωB97M-V functional and the def2-TZVPD basis",
  "e_homo_ev": -7.45,
  "max_force_ev_per_a": 9.34,
  "smiles": "[H]/N=C/C[C@H]1OC(=O)O[C@@]1(N)C[C@@H](C)Cl.CN(C)P(=O)(N(C)C)N(C)C.CN(C)P(=O)(N(C)C)N(C)C",
  "homo_lumo_gap_ev": 6.12,
  "charge": 0,
  "species": ["H", "N", "C", "C", "C", "O", "C", "O", "O", "C", "N", "C", "C", "C", "Cl", "H", "H", "H", "H", "H", "H", "H", "H", "H", "H", "H", "H", "C", "N", "C", "P", "O", "N", "C", "C", "N", "C", "C", "H", "H", "H", "H", "H", "H", "H", "H", "H", "H", "H", "H", "H", "H", "H", "H", "H", "H", "C", "N", "C", "P", "O", "N", "C", "C", "N", "C", "C", "H", "H", "H", "H", "H", "H", "H", "H", "H", "H", "H", "H", "H", "H", "H", "H", "H", "H"],
  "xyz": [[5.732, 2.550, -4.932], [5.914, 1.870, -5.712], [4.719, 1.618, -6.397], [4.692, 0.569, -7.697], [4.313, -0.968, -7.270], [5.132, -1.226, -6.040], [4.178, -1.446, -4.932], [4.371, -1.697, -3.631], [2.816, -1.399, -5.497], [2.743, -1.352, -6.996], [2.464, -2.820, -7.303], [1.563, -0.237, -7.219], [1.103, -0.009, -8.776], [1.245, 1.579, -9.256], [2.037, -1.010, -10.028], [3.777, 2.198, -6.010], [5.783, 0.649, -8.172], [3.961, 1.019, -8.500], [4.711, -1.629, -8.181], [1.558, -3.142, -6.889], [3.267, -3.330, -6.838], [1.943, 0.816, -6.812], [0.609, -0.502, -6.579], [-0.066, -0.243, -8.814], [0.240, 2.158, -9.101], [1.444, 1.521, -10.431], [2.081, 2.166, -8.680], [1.525, 0.875, 1.758], [0.593, 1.187, 0.697], [-0.318, 2.243, 1.154], [-0.027, 0.217, -0.563], [0.159, 1.379, -1.568], [1.210, -0.714, -1.324], [2.622, -0.545, -0.999], [1.110, -0.750, -2.793], [-0.241, -1.120, 0.594], [-1.411, -1.021, 1.456], [0.667, -2.174, 0.997], [1.048, 0.350, 2.590], [1.970, 1.790, 2.169], [2.380, 0.294, 1.427], [-1.084, 1.838, 1.819], [-0.828, 2.722, 0.311], [0.212, 3.043, 1.682], [2.933, 0.500, -1.039], [3.266, -1.121, -1.677], [2.854, -0.960, -0.017], [1.525, 0.151, -3.250], [0.065, -0.843, -3.111], [1.646, -1.614, -3.202], [-1.153, -0.595, 2.430], [-1.881, -1.997, 1.615], [-2.174, -0.381, 0.999], [1.482, -1.806, 1.623], [1.085, -2.712, 0.141], [0.154, -2.945, 1.586], [-2.583, -1.598, 6.765], [-2.165, -0.259, 6.415], [-0.761, -0.078, 6.801], [-3.057, 1.192, 6.296], [-2.317, 1.555, 4.985], [-4.546, 0.962, 5.457], [-4.890, -0.301, 4.812], [-4.859, 2.033, 4.495], [-3.907, 0.774, 7.803], [-3.163, 1.018, 9.031], [-5.120, 0.013, 8.022], [-2.678, -1.735, 7.847], [-1.857, -2.340, 6.411], [-3.515, -1.898, 6.297], [-0.670, 0.088, 7.877], [-0.315, 0.784, 6.292], [-0.145, -0.942, 6.529], [-4.093, -0.662, 4.160], [-5.808, -0.215, 4.216], [-5.136, -1.066, 5.549], [-4.324, 1.901, 3.553], [-4.595, 3.015, 4.905], [-5.933, 2.060, 4.273], [-2.674, 0.106, 9.387], [-3.809, 1.401, 9.827], [-2.388, 1.775, 8.869], [-4.982, -1.055, 7.842], [-5.954, 0.375, 7.413], [-5.473, 0.105, 9.057]],
  "lowdin_charge": [0.04, 0.04, -0.16, -0.10, -0.18, -0.01, -0.23, 0.01, -0.07, -0.38, 0.07, -0.10, -0.64, -0.16, 0.54, 0.11, 0.14, 0.09, 0.17, 0.10, 0.11, 0.12, 0.14, 0.12, 0.08, 0.08, 0.07, -0.13, -0.31, -0.13, 0.77, -0.31, -0.34, -0.13, -0.16, -0.31, -0.15, -0.12, 0.07, 0.09, 0.05, 0.06, 0.07, 0.08, 0.09, 0.06, 0.05, 0.07, 0.07, 0.07, 0.07, 0.08, 0.07, 0.07, 0.09, 0.08, -0.13, -0.31, -0.14, 0.78, -0.31, -0.35, -0.14, -0.15, -0.31, -0.14, -0.12, 0.07, 0.09, 0.05, 0.06, 0.07, 0.08, 0.08, 0.09, 0.05, 0.07, 0.07, 0.08, 0.08, 0.08, 0.07, 0.07, 0.09, 0.08]
}



{
  "formula": "C17H25N3O2",
  "method": "the ωB97M-V functional and the def2-TZVPD basis",
  "e_homo_ev": -7.79,
  "max_force_ev_per_a": 14.44,
  "homo_lumo_gap_ev": 8.42,
  "charge": 0,
  "de_lowest_kcal_mol": 441.1,
  "species": ["C", "C", "C", "C", "C", "C", "C", "H", "C", "H", "H", "H", "H", "N", "C", "H", "C", "N", "C", "O", "N", "C", "H", "H", "C", "O", "C", "H", "C", "H", "H", "H", "H", "H", "C", "C", "H", "H", "H", "H", "H", "H", "H", "H", "H", "H", "H"],
  "xyz": [[-5.133, -2.436, -0.589], [-4.311, -1.156, -0.412], [-3.048, -1.088, 0.152], [-2.439, -0.042, 0.417], [-3.072, 1.028, -0.062], [-4.403, 1.165, -0.445], [-5.122, -0.058, -0.580], [-6.030, 0.124, -1.329], [-5.027, 2.591, -0.957], [-5.894, 2.636, -0.369], [-4.391, 3.597, -0.564], [-5.259, 2.709, -2.038], [-2.571, 1.956, 0.178], [-1.238, 0.093, 1.112], [-0.381, 1.107, 0.668], [-0.740, 1.966, 1.513], [1.124, 0.644, 1.190], [1.499, -0.461, 0.570], [2.598, -0.327, -0.554], [2.446, -1.213, -1.265], [3.415, 0.558, -0.492], [4.075, 0.852, 0.996], [3.543, 0.688, 1.754], [4.486, 1.843, 1.038], [5.394, -0.026, 0.663], [6.331, -0.010, -0.213], [5.561, -0.459, -1.411], [6.306, 0.048, -2.246], [4.275, 0.632, -1.437], [3.824, 0.382, -2.375], [4.712, 1.816, -1.648], [5.161, -1.339, -1.563], [6.032, 0.048, 1.811], [5.005, -1.362, 0.923], [0.532, -1.560, 0.455], [-0.515, -0.999, 1.479], [-0.112, -1.070, 2.276], [-1.244, -2.022, 1.748], [0.137, -1.551, -0.545], [0.962, -2.300, 0.794], [1.784, 1.561, 0.951], [1.063, 0.792, 2.464], [-0.529, 1.349, -0.239], [-2.848, -2.291, 0.437], [-6.234, -2.195, -1.251], [-4.420, -3.156, -1.309], [-5.303, -3.067, 0.304]],
  "lowdin_charge": [-0.10, -0.32, -0.05, -0.31, -0.03, -0.20, -0.06, 0.15, -0.04, 0.02, 0.13, 0.06, 0.10, -0.09, -0.10, 0.18, -0.24, -0.06, -0.57, 0.16, -0.05, 0.06, 0.02, 0.12, -0.35, -0.12, -0.03, 0.18, -0.20, 0.12, 0.20, 0.05, 0.17, 0.20, -0.04, -0.19, 0.00, 0.19, 0.13, 0.04, 0.13, 0.17, 0.04, 0.18, 0.15, 0.12, 0.05]
}



{
  "formula": "C41H38BCdCl2N5O8S3",
  "method": "the ωB97M-V functional and the def2-TZVPD basis",
  "e_homo_ev": -2.08,
  "max_force_ev_per_a": 0.60,
  "homo_lumo_gap_ev": 5.63,
  "charge": -2,
  "de_lowest_kcal_mol": 28.0,
  "species": ["Cd", "Cl", "C", "C", "C", "C", "C", "Cl", "C", "S", "H", "H", "H", "C", "C", "C", "C", "C", "C", "C", "C", "S", "C", "N", "C", "C", "C", "C", "C", "C", "C", "C", "H", "H", "H", "H", "H", "H", "H", "H", "H", "H", "H", "H", "H", "H", "H", "H", "C", "N", "C", "C", "S", "N", "C", "C", "H", "H", "H", "H", "H", "H", "H", "H", "H", "H", "H", "H", "O", "B", "O", "C", "C", "C", "C", "C", "C", "H", "H", "H", "H", "O", "C", "O", "C", "C", "C", "C", "C", "C", "N", "O", "O", "N", "O", "O", "H", "H", "H"],
  "xyz": [[-0.887, -0.107, 0.265], [-0.872, 0.705, 3.113], [-2.467, 1.197, 3.608], [-2.713, 1.213, 4.967], [-3.969, 1.567, 5.441], [-4.956, 1.887, 4.523], [-4.682, 1.856, 3.170], [-6.002, 2.263, 2.094], [-3.430, 1.517, 2.617], [-3.107, 1.483, 0.934], [-1.916, 0.939, 5.645], [-4.177, 1.581, 6.503], [-5.951, 2.161, 4.849], [4.063, 5.333, 0.027], [3.698, 4.733, 1.392], [2.262, 5.145, 1.713], [4.632, 5.299, 2.471], [3.850, 3.214, 1.331], [5.093, 2.653, 0.974], [5.272, 1.293, 0.823], [4.175, 0.457, 1.027], [4.013, -1.258, 0.832], [2.303, -1.117, 1.257], [1.916, 0.075, 1.543], [2.945, 0.991, 1.408], [2.786, 2.368, 1.570], [1.403, -2.283, 1.192], [1.942, -3.560, 1.369], [1.129, -4.676, 1.280], [-0.220, -4.501, 0.994], [-0.733, -3.225, 0.813], [0.040, -2.060, 0.914], [3.999, 6.425, 0.073], [3.372, 4.972, -0.737], [5.080, 5.068, -0.271], [2.198, 6.237, 1.742], [1.943, 4.766, 2.688], [1.567, 4.779, 0.954], [4.536, 6.388, 2.517], [5.678, 5.059, 2.266], [4.380, 4.890, 3.453], [5.934, 3.308, 0.780], [6.232, 0.895, 0.519], [1.794, 2.730, 1.796], [2.999, -3.685, 1.585], [1.543, -5.668, 1.419], [-0.872, -5.365, 0.903], [-1.787, -3.132, 0.562], [-4.387, -4.054, -0.693], [-4.473, -3.008, 0.306], [-4.714, -1.685, -0.253], [-4.110, -3.175, 1.599], [-3.732, -1.921, 2.604], [-4.059, -4.532, 1.995], [-3.275, -4.808, 3.188], [-5.378, -5.146, 2.070], [-3.720, -3.721, -1.493], [-5.371, -4.253, -1.132], [-3.991, -4.965, -0.255], [-5.580, -1.744, -0.919], [-3.845, -1.354, -0.827], [-4.890, -0.958, 0.532], [-2.308, -4.318, 3.115], [-3.130, -5.890, 3.248], [-3.769, -4.454, 4.101], [-5.928, -5.003, 1.142], [-5.967, -4.718, 2.894], [-5.266, -6.218, 2.242], [-1.190, 0.764, -2.906], [-1.540, -0.226, -1.931], [-1.908, -1.394, -2.689], [-1.707, -1.118, -4.002], [-1.855, -1.943, -5.096], [-1.539, -1.404, -6.347], [-1.095, -0.093, -6.474], [-0.952, 0.735, -5.358], [-1.268, 0.194, -4.131], [-2.183, -2.967, -4.981], [-1.630, -2.025, -7.230], [-0.849, 0.292, -7.456], [-0.599, 1.755, -5.439], [1.332, 3.786, -1.031], [1.143, 2.557, -1.007], [0.383, 1.897, -0.271], [2.049, 1.737, -1.948], [2.015, 0.349, -1.976], [2.858, -0.334, -2.831], [3.754, 0.293, -3.673], [3.763, 1.674, -3.619], [2.937, 2.405, -2.783], [4.707, 2.390, -4.504], [4.687, 3.602, -4.498], [5.464, 1.726, -5.185], [2.804, -1.814, -2.857], [1.918, -2.355, -2.239], [3.663, -2.398, -3.495], [1.334, -0.192, -1.333], [4.403, -0.262, -4.328], [2.958, 3.484, -2.750]],
  "lowdin_charge": [1.17, 0.62, -0.70, -0.15, -0.13, -0.16, -0.69, 0.58, -0.83, 0.44, 0.09, 0.08, 0.09, -0.05, -0.55, -0.06, -0.06, -0.16, -0.05, -0.09, -0.48, 1.06, -0.53, 0.09, -0.30, 0.04, -0.29, -0.09, -0.11, -0.12, -0.16, -0.17, 0.08, 0.07, 0.07, 0.08, 0.09, 0.07, 0.08, 0.07, 0.08, 0.10, 0.10, 0.11, 0.08, 0.09, 0.09, 0.06, -0.07, -0.21, -0.08, -0.82, 0.75, -0.25, -0.14, -0.09, 0.09, 0.08, 0.08, 0.09, 0.06, 0.02, 0.06, 0.08, 0.07, 0.07, 0.09, 0.08, 0.08, -0.47, 0.06, -0.24, -0.01, -0.12, -0.12, 0.00, -0.24, 0.11, 0.09, 0.09, 0.11, -0.02, -0.64, -0.12, -0.06, 0.06, -0.11, 0.07, -0.12, 0.08, -0.36, 0.07, 0.05, -0.34, 0.10, 0.05, 0.09, 0.12, 0.12]
}



{
  "formula": "C2H3NO2S2",
  "method": "the ωB97M-V functional and the def2-TZVPD basis",
  "e_homo_ev": [-7.33, -9.17],
  "max_force_ev_per_a": 5.54,
  "multiplicity": 3,
  "homo_lumo_gap_ev": [7.36, 5.69],
  "charge": 0,
  "de_lowest_kcal_mol": 26.4,
  "species": ["C", "C", "N", "O", "O", "S", "S", "H", "H", "H"],
  "xyz": [[0.673, 1.331, 0.101], [-0.627, 0.453, -0.004], [-0.612, -0.881, 0.002], [3.252, 1.386, 0.057], [2.335, -0.942, 0.280], [-1.892, 1.594, 0.052], [2.182, 0.437, -0.096], [0.570, 2.306, -0.369], [0.322, -1.260, 0.246], [-1.414, -1.455, 0.391]],
  "lowdin_spin": [0.17, 0.16, 0.04, 0.21, 0.19, 0.82, 0.39, 0.00, 0.00, 0.00]
}



{
  "formula": "C4H8OS",
  "method": "the ωB97M-V functional and the def2-TZVPD basis",
  "e_homo_ev": [-7.82, -7.82],
  "max_force_ev_per_a": 5.42,
  "homo_lumo_gap_ev": [8.61, 8.60],
  "charge": 0,
  "de_lowest_kcal_mol": 78.3,
  "species": ["C", "C", "C", "C", "O", "S", "H", "H", "H", "H", "H", "H", "H", "H"],
  "xyz": [[-0.712, -1.163, -1.338], [1.444, -0.345, 0.510], [-0.913, 0.633, 1.103], [0.176, 0.457, 0.097], [-0.960, -0.836, -2.406], [0.571, 1.716, -1.132], [-0.735, -2.172, -0.812], [1.175, -1.333, 0.984], [2.086, 0.072, 1.198], [1.916, -0.523, -0.445], [-1.865, 1.104, 0.879], [-1.291, -0.343, 1.541], [-0.528, 1.423, 1.862], [-0.364, 1.309, -2.040]],
  "lowdin_charge": [-0.12, -0.15, -0.18, -0.73, 0.05, 0.73, 0.11, 0.09, 0.04, 0.05, 0.06, 0.09, 0.11, -0.13]
}